25
Properties=species:S:1:pos:R:3:mulliken_charge:R:1 method="wB97M-V/def2-TZVPD" lumo_energy_ev=-7.13 total_energy_ha=-497.9350 e_above_lowest_kj_mol=562.7 total_charge=+1
C 2.717 -0.337 0.764 -0.21
C 1.507 -1.010 0.521 -0.10
C 2.730 1.029 0.525 -0.34
C 0.332 -0.400 0.173 0.89
C 0.531 1.110 0.050 0.30
C -1.445 -1.509 -1.163 -0.41
C -0.937 -0.994 0.027 0.10
C -1.711 -1.159 1.349 -1.46
C -0.726 -1.577 -2.510 -1.24
C -0.796 3.118 0.511 -0.77
N 1.746 1.663 0.102 -0.46
N -0.547 1.790 0.047 -0.11
H 3.697 -0.891 1.023 0.36
H 1.592 -2.174 0.612 0.35
H 3.624 1.581 0.572 0.47
H -2.349 -1.957 -0.919 0.49
H -1.489 -2.214 1.557 0.39
H -2.814 -1.262 1.204 0.36
H -1.502 -0.596 2.210 0.41
H 0.135 -2.285 -2.570 0.28
H -0.346 -0.578 -2.727 0.31
H -1.359 -1.634 -3.335 0.42
H -1.520 3.117 1.311 0.34
H -1.315 3.607 -0.233 0.33
H 0.247 3.560 0.899 0.31

27
Properties=species:S:1:pos:R:3:mulliken_charge:R:1 method="wB97M-V/def2-TZVPD" lumo_energy_ev=-4.14 total_energy_ha=-648.3769 smiles="O=C1C=C[C@](O)(C(N2CC2)=[N+]2CC2)C1" e_above_lowest_kj_mol=530.1 total_charge=+1
O 1.668 1.555 2.405 -0.57
C 0.542 1.600 1.905 0.30
C -0.753 0.969 2.473 -0.55
C -1.592 0.767 1.463 -0.89
C -0.988 1.174 0.169 1.45
O -2.125 1.449 -0.627 -0.65
C -0.111 0.073 -0.545 -0.02
N 0.333 -0.856 0.263 -0.02
C 1.074 -2.049 0.179 -0.68
C 0.478 -1.447 1.513 -0.36
N 0.141 0.169 -1.885 -0.30
C 1.095 -0.825 -2.345 -0.06
C -0.353 -0.985 -2.744 -0.27
C 0.151 2.143 0.547 -0.70
H -1.039 0.806 3.476 0.56
H -2.567 0.483 1.552 0.60
H -1.989 1.980 -1.589 0.40
H 2.047 -1.948 0.041 0.49
H 0.564 -2.930 -0.249 0.29
H -0.293 -1.986 1.917 0.30
H 1.244 -0.967 2.211 0.28
H 1.632 -1.288 -1.530 -0.06
H 1.984 -0.446 -3.043 0.25
H -0.910 -0.813 -3.693 0.28
H -0.895 -1.698 -2.173 0.20
H -0.165 3.155 0.594 0.35
H 0.825 1.915 -0.285 0.39

27
Properties=species:S:1:pos:R:3:mulliken_charge:R:1 method="wB97M-V/def2-TZVPD" lumo_energy_ev="-4.81 / -5.21" total_energy_ha=-648.3716 e_above_lowest_kj_mol=543.9 total_charge=+1
C 2.690 0.121 -0.007 -0.72
C 3.387 0.916 -0.807 -0.45
C 1.681 0.385 -1.960 -0.44
C -3.160 1.152 -0.386 -0.05
C 1.601 -0.358 -0.788 1.11
C -1.932 1.356 1.308 0.94
C -1.357 0.375 0.606 -0.27
C -1.562 1.889 2.558 -1.26
C 0.745 -2.269 0.709 -1.82
C 0.580 -1.306 -0.438 0.31
N -3.113 1.782 0.703 -0.47
N -0.374 -1.647 -1.502 -0.16
O 2.789 1.122 -2.062 -0.28
O -2.140 0.298 -0.627 -0.33
H 2.897 -0.290 1.021 0.30
H 4.268 1.461 -0.483 0.42
H 1.017 0.607 -2.894 0.27
H -3.994 1.144 -1.169 0.34
H -0.765 2.604 2.378 0.28
H -2.295 2.473 3.065 0.38
H -1.230 1.053 3.251 0.29
H 1.200 -3.167 0.282 0.41
H -0.131 -2.624 1.166 0.52
H 1.379 -1.866 1.404 0.43
H -1.186 -1.010 -1.754 0.41
H -0.959 -2.407 -1.092 0.44
H -0.035 -1.794 -2.483 0.41

28
Properties=species:S:1:pos:R:3:mulliken_charge:R:1 method="wB97M-V/def2-TZVPD" lumo_energy_ev=-4.04 total_energy_ha=-723.7233 e_above_lowest_kj_mol=201.0 total_charge=+1
O -0.788 -0.375 2.376 -0.46
C -1.202 -1.610 1.936 0.41
N -2.361 -2.202 2.038 -0.02
C -2.309 -3.575 1.434 -0.49
C -0.783 -3.953 1.647 -0.46
C -0.182 -2.541 1.165 -0.55
H -0.755 0.215 1.586 0.34
H -3.157 -1.740 2.485 0.31
H -3.009 -4.311 1.911 0.32
H -2.691 -3.471 0.380 0.30
H -0.494 -3.945 2.737 0.29
H -0.404 -4.854 1.091 0.35
H -0.389 -2.283 0.089 0.34
H 0.904 -2.420 1.411 0.31
C 3.130 2.923 -1.748 -0.42
C 2.639 2.036 -0.796 -0.56
C 1.271 1.836 -0.674 0.05
C 0.403 2.525 -1.516 0.22
C 0.886 3.419 -2.465 -0.36
C 2.256 3.616 -2.578 -0.48
N -1.041 2.302 -1.412 1.01
O -1.447 1.525 -0.556 -0.65
O -1.759 2.896 -2.182 -0.56
H 4.200 3.073 -1.844 0.39
H 3.324 1.500 -0.150 0.37
H 0.900 1.144 0.070 0.17
H 0.215 3.961 -3.118 0.45
H 2.644 4.307 -3.316 0.39

32
Properties=species:S:1:pos:R:3:lowdin_spin:R:1 method="wB97M-V/def2-TZVPD" lumo_energy_ev="-8.93 / -8.88" total_energy_ha=-2034.3512 multiplicity=3 total_charge=+2 s_squared=2.00
O -0.011 2.097 -2.620 0.00
C -0.010 1.377 -1.730 0.00
Tm -0.011 -0.292 0.134 2.01
O -0.070 2.725 2.160 0.00
C -0.086 1.850 1.404 0.00
C 0.014 -1.776 -1.634 -0.01
O -0.071 -2.850 -1.095 0.01
C 2.400 -0.207 -0.260 0.00
O 3.564 -0.266 -0.352 0.00
C -2.429 -0.208 -0.248 0.00
O -3.564 -0.304 -0.348 0.00
H 0.117 -1.443 -2.706 0.00
C 1.752 0.074 3.287 0.00
N 0.941 -1.032 3.826 0.00
C 0.967 -1.075 5.292 0.00
C 0.176 -1.832 3.051 0.00
O -0.019 -1.503 1.794 0.00
N -0.450 -2.948 3.419 0.00
C -0.324 -3.629 4.714 0.00
C -1.199 -3.623 2.367 0.00
H 2.785 -0.024 3.665 0.00
H 1.382 1.048 3.646 0.00
H 1.820 0.096 2.186 0.00
H -0.053 -0.988 5.713 0.00
H 1.433 -2.022 5.619 0.00
H 1.579 -0.220 5.611 0.00
H -0.737 -2.964 5.501 0.00
H -0.900 -4.565 4.621 0.00
H 0.751 -3.824 4.926 0.00
H -2.010 -2.982 1.991 0.00
H -0.576 -3.843 1.488 0.00
H -1.612 -4.552 2.780 0.00

28
Properties=species:S:1:pos:R:3:mulliken_charge:R:1 method="wB97M-V/def2-TZVPD" lumo_energy_ev="0.34 / -0.02" total_energy_ha=-1026.3650 e_above_lowest_kj_mol=492.4
C -0.807 -3.182 0.902 -0.51
C -1.959 -2.848 0.240 -0.60
C 0.173 -2.198 1.235 -0.44
C -2.205 -1.508 -0.019 -0.64
C -0.016 -0.847 0.907 -0.29
C -1.231 -0.502 0.223 0.75
C 0.525 1.233 2.057 0.25
C 3.003 1.198 -1.474 -1.33
C 2.136 1.510 -0.268 0.17
C 2.104 0.263 0.539 -0.85
N -3.153 0.903 -0.767 0.07
N 0.928 0.188 1.335 0.31
N -3.879 1.835 -1.311 -0.59
O 1.178 2.282 2.236 -0.46
S -1.558 1.138 -0.354 -0.08
H -0.602 -4.192 1.237 0.36
H -2.542 -3.596 -0.285 0.35
H 1.085 -2.418 1.725 0.44
H -2.907 -1.140 -0.691 0.57
H 3.249 2.159 -2.055 0.34
H 3.936 0.695 -1.302 0.32
H 2.370 0.601 -2.202 0.37
H 1.112 1.757 -0.542 0.02
H 2.566 2.477 0.277 0.27
H 2.086 -0.399 -0.314 0.44
H 2.998 0.152 1.122 0.31
H -4.928 1.643 -1.133 0.23
H -3.663 2.795 -1.318 0.23

30
Properties=species:S:1:pos:R:3:mulliken_charge:R:1 method="wB97M-V/def2-TZVPD" lumo_energy_ev=0.33 total_energy_ha=-813.1599 smiles="CCCC(=O)Nc1nc2nc(C)cc(=O)n2[nH]1" e_above_lowest_kj_mol=16.7
C 4.606 0.922 -0.991 -1.17
C 3.972 0.971 0.394 -0.55
C 2.573 0.355 0.399 -0.65
C 2.611 -1.135 0.277 0.39
O 3.590 -1.833 0.289 -0.61
N 1.368 -1.772 0.153 -0.13
C 0.120 -1.243 0.125 0.49
N -0.207 0.020 0.204 -0.29
C -1.560 0.069 0.131 0.27
N -2.326 1.113 0.168 -0.67
C -3.655 0.880 0.076 0.95
C -4.505 2.107 0.117 -1.13
C -4.204 -0.372 -0.049 -0.96
C -3.410 -1.557 -0.095 0.96
O -3.730 -2.726 -0.202 -0.70
N -2.053 -1.212 0.006 0.33
N -0.971 -2.049 0.003 -0.76
H 5.591 1.382 -0.972 0.34
H 4.716 -0.108 -1.319 0.32
H 3.991 1.456 -1.713 0.31
H 4.604 0.428 1.099 0.29
H 3.900 2.007 0.726 0.36
H 2.045 0.596 1.324 0.47
H 1.965 0.762 -0.410 0.43
H 1.437 -2.781 0.083 0.22
H -4.272 2.678 1.013 0.31
H -4.269 2.737 -0.738 0.29
H -5.561 1.857 0.104 0.34
H -5.271 -0.505 -0.118 0.36
H -1.098 -3.045 -0.083 0.19

28
Properties=species:S:1:pos:R:3:mulliken_charge:R:1 method="wB97M-V/def2-TZVPD" lumo_energy_ev="2.99 / 2.99" total_energy_ha=-1010.6898 smiles="C=[P@]([O-])(OCC)c1ccc(C(N)=O)cc1" e_above_lowest_kj_mol=326.1 total_charge=-1
C 1.761 -1.155 1.416 -1.09
P 1.462 -0.834 -0.226 0.80
O 2.146 -1.694 -1.178 -0.84
O 2.245 0.903 -0.218 -0.50
C 3.543 0.744 0.145 -0.51
C 4.543 0.717 -1.003 -1.31
C -0.167 -0.258 -0.506 0.43
C -0.832 0.628 0.323 -0.40
C -2.171 0.751 0.543 -0.79
C -3.003 -0.030 -0.278 0.81
C -4.436 -0.020 -0.086 0.33
N -4.771 0.503 1.114 -0.30
O -5.349 -0.335 -0.836 -0.69
C -2.379 -0.961 -1.113 -0.59
C -1.020 -1.116 -1.233 -0.47
H 1.212 -2.011 1.852 0.34
H 1.414 -0.221 1.933 0.20
H 3.841 1.431 0.950 0.45
H 3.665 -0.079 0.904 0.40
H 4.369 1.569 -1.502 0.34
H 5.516 0.742 -0.666 0.45
H 4.410 -0.194 -1.591 0.23
H -0.114 1.366 0.794 0.28
H -2.385 1.606 1.152 0.39
H -4.113 0.775 1.740 0.14
H -5.713 0.465 1.312 0.20
H -3.100 -1.566 -1.660 0.36
H -0.573 -1.728 -2.079 0.31